[1]
{"formula": "C28H25F5N4O3PSV", "method": "ωB97M-V with the def2-TZVPD basis set", "species": ["V", "O", "C", "O", "C", "P", "C", "C", "C", "C", "C", "C", "C", "C", "C", "C", "C", "C", "H", "H", "H", "H", "H", "H", "H", "H", "H", "H", "H", "H", "F", "C", "C", "F", "C", "F", "C", "S", "C", "F", "C", "F", "O", "C", "N", "C", "C", "N", "C", "N", "C", "C", "C", "N", "C", "H", "H", "H", "H", "H", "H", "H", "H", "H", "H", "H", "H", "H"], "xyz": [[0.7154, -0.4111, 1.1638], [2.1137, 2.7894, 2.7335], [1.4004, 2.2926, 1.9355], [1.6998, 1.0499, 1.3509], [0.0866, 2.8279, 1.4080], [-0.6476, 1.5801, 0.2829], [-0.0087, 1.9952, -1.3650], [-0.7221, 1.6331, -2.5087], [-0.1788, 1.8329, -3.7687], [1.0850, 2.3951, -3.9044], [1.7982, 2.7661, -2.7741], [1.2542, 2.5652, -1.5120], [-2.4296, 1.8491, 0.2598], [-3.2299, 1.0583, 1.0847], [-4.6025, 1.2628, 1.1354], [-5.1816, 2.2556, 0.3591], [-4.3913, 3.0515, -0.4619], [-3.0213, 2.8515, -0.5112], [0.2517, 3.7948, 0.9321], [-0.5811, 2.9857, 2.2566], [-1.7152, 1.2119, -2.4195], [-0.7517, 1.5681, -4.6488], [1.5051, 2.5608, -4.8879], [2.7766, 3.2188, -2.8701], [1.8401, 2.8570, -0.6495], [-2.7826, 0.2853, 1.6963], [-5.2164, 0.6491, 1.7814], [-6.2514, 2.4157, 0.3971], [-4.8436, 3.8331, -1.0581], [-2.4124, 3.4811, -1.1482], [2.1753, -0.1878, 7.8022], [2.1701, -0.5687, 6.5342], [1.2750, -0.0093, 5.6422], [0.4102, 0.9160, 6.0431], [1.3047, -0.4350, 4.3322], [0.3926, 0.1291, 3.4774], [2.1740, -1.3871, 3.8409], [2.1978, -1.9348, 2.1601], [3.0566, -1.9281, 4.7673], [3.9298, -2.8584, 4.3898], [3.0611, -1.5319, 6.0917], [3.9193, -2.0702, 6.9459], [-2.1069, -2.7701, 2.9669], [-1.4697, -2.0899, 2.2759], [-0.8173, -1.3873, 1.5344], [-1.5397, -3.0274, -3.1180], [-2.1327, -1.9883, -2.1939], [-1.0916, -1.4533, -1.3194], [0.2234, -1.5041, -1.5640], [1.0678, -1.0147, -0.6292], [2.4928, -0.9134, -1.0260], [2.9207, -2.1674, -1.7476], [2.0900, -2.2549, -3.0064], [0.6651, -2.0454, -2.7040], [-0.2825, -2.4628, -3.7448], [-2.2566, -3.2942, -3.8932], [-1.2946, -3.9332, -2.5599], [-2.9136, -2.4072, -1.5617], [-2.5776, -1.1730, -2.7706], [-1.3405, -1.2386, -0.3643], [3.0877, -0.7318, -0.1350], [2.6104, -0.0437, -1.6809], [2.7623, -3.0390, -1.1092], [3.9784, -2.1267, -2.0055], [2.1728, -3.2346, -3.4759], [2.4100, -1.5073, -3.7371], [0.2228, -3.2159, -4.3456], [-0.5067, -1.6163, -4.4009]], "energy_ev": -100940.768, "e_above_lowest_kcal_mol": 6.7, "total_charge": 1, "e_lumo_ev": [-4.4, -3.7], "spin_multiplicity": 2, "gap_ev": [6.5422, 7.2070]}



[2]
{"formula": "CH4O3S", "method": "ωB97M-V with the def2-TZVPD basis set", "species": ["C", "O", "O", "O", "S", "H", "H", "H", "H"], "xyz": [[-0.6649, -1.1441, 0.6352], [1.4841, -0.7104, -0.7507], [0.6599, 2.3877, -0.5644], [-0.1700, 1.2734, -0.1300], [0.7892, -0.0877, 0.3675], [-0.9784, -1.4626, -0.3672], [-1.4552, -0.5534, 1.1917], [-0.6043, -2.0174, 1.1809], [0.9396, 2.3144, -1.5631]], "energy_ev": -18075.359, "e_above_lowest_kcal_mol": 103.5, "e_lumo_ev": 0.6, "spin_multiplicity": 1, "gap_ev": 10.2943}



[3]
{"formula": "C12H18AgN4SSe", "method": "ωB97M-V with the def2-TZVPD basis set", "species": ["Ag", "C", "C", "N", "C", "C", "S", "C", "C", "N", "H", "H", "H", "H", "H", "H", "H", "H", "H", "H", "H", "H", "H", "H", "Se", "N", "C", "C", "C", "C", "C", "C", "N", "H", "H", "H", "H"], "xyz": [[0.6233, 0.8637, 0.3259], [0.5708, -2.2067, -0.5736], [0.5474, -1.4675, -1.9253], [0.5332, -0.0182, -1.8287], [1.6352, 0.6424, -2.5961], [3.0327, 0.5682, -1.9824], [3.1391, 1.2245, -0.2723], [3.5610, -0.3057, 0.6538], [2.8721, -1.6239, 0.3711], [1.4141, -1.5927, 0.4549], [0.8691, -3.2503, -0.7510], [-0.4866, -2.2779, -0.2030], [-0.2833, -1.8938, -2.5129], [1.4667, -1.7846, -2.4076], [-0.3583, 0.3544, -2.1925], [1.3779, 1.7158, -2.6906], [1.6831, 0.1829, -3.6031], [3.6436, 1.2048, -2.6495], [3.4898, -0.4505, -2.0590], [3.3468, 0.0094, 1.6968], [4.6396, -0.3922, 0.5895], [3.2936, -2.4496, 0.9653], [3.2009, -1.8695, -0.6581], [1.1260, -1.8342, 1.3947], [-0.8928, 3.5122, 1.9436], [-1.0635, 1.7635, 1.2401], [-2.2884, 1.3338, 1.4512], [-2.8350, 0.1314, 0.9879], [-4.1644, -0.1254, 1.2823], [-5.0324, 0.7499, 1.9906], [-4.5935, 1.9846, 2.4688], [-3.2479, 2.3493, 2.1528], [-2.7070, 3.5039, 2.4933], [-2.2208, -0.6152, 0.4509], [-4.5575, -1.0832, 0.8977], [-6.0725, 0.4510, 2.1373], [-5.2621, 2.6954, 2.9572]], "energy_ev": -98870.299, "e_above_lowest_kcal_mol": 2.6, "total_charge": 1, "e_lumo_ev": -4.1, "spin_multiplicity": 1, "gap_ev": 7.6560}



[4]
{"formula": "C4H11F3N2P2", "method": "ωB97M-V with the def2-TZVPD basis set", "species": ["C", "C", "C", "C", "N", "N", "F", "F", "F", "P", "P", "H", "H", "H", "H", "H", "H", "H", "H", "H", "H", "H"], "xyz": [[0.5067, 0.0544, 1.5839], [-1.6385, -0.0772, -1.6695], [-1.9060, -1.9923, -0.1575], [0.9204, 3.1363, 0.0820], [1.2729, 0.4597, -0.8051], [-1.0128, -1.0508, -0.8021], [1.0593, -2.1793, -0.1103], [3.1285, -1.0358, 0.9193], [2.7346, 1.5580, 1.1420], [0.4266, -0.7043, -0.0779], [1.2553, 1.5366, 0.4882], [1.2092, -0.4282, 2.2587], [-0.4484, 0.2341, 2.0696], [-2.0501, -0.5819, -2.5442], [-2.4440, 0.4614, -1.1614], [-0.8757, 0.6291, -1.9953], [-2.3404, -2.6588, -0.9048], [-1.3420, -2.5894, 0.5595], [-2.7184, -1.4781, 0.3673], [3.2109, -0.3742, 0.2553], [-0.0397, 3.2537, -0.3918], [1.0914, 3.8269, 0.8939]], "energy_ev": -34037.670, "e_above_lowest_kcal_mol": 33.8, "e_lumo_ev": 0.5, "spin_multiplicity": 1, "gap_ev": 8.7349}



[5]
{"formula": "C3H4O5Tl", "method": "ωB97M-V with the def2-TZVPD basis set", "species": ["C", "C", "O", "O", "H", "H", "H", "O", "C", "O", "O", "Tl", "H"], "xyz": [[-0.4913, -1.9747, 6.3844], [0.3498, -1.8580, 7.5219], [0.7910, -2.8461, 8.1719], [-1.4178, -1.1023, 6.1468], [-0.6670, -2.9894, 5.9958], [0.4225, -0.8454, 7.9612], [-2.0381, -0.7812, 7.1736], [-4.4315, -0.9588, 9.8445], [-3.1745, -1.1500, 9.4196], [-2.5591, -2.1427, 9.8453], [-2.8277, -0.3896, 8.4723], [-0.5765, -3.3867, 9.9753], [-4.5968, -1.5299, 10.6054]], "energy_ev": -18105.384, "e_above_lowest_kcal_mol": 0.0, "e_lumo_ev": [-0.4, -1.3], "spin_multiplicity": 2, "gap_ev": [8.2269, 8.9893]}



[6]
{"formula": "C2H3Br2N", "method": "ωB97M-V with the def2-TZVPD basis set", "species": ["C", "C", "N", "Br", "Br", "H", "H", "H"], "xyz": [[-0.5672, 0.0863, -0.0543], [0.7062, 0.6209, 0.0769], [-1.3590, -0.2546, -0.9084], [-0.2436, -1.9809, 1.9398], [1.4442, 1.5589, -1.5238], [1.3240, -0.2066, 0.3664], [0.6320, 1.1974, 1.0010], [-1.9366, -1.0214, -0.8976]], "energy_ev": -143695.180, "e_above_lowest_kcal_mol": 43.0, "e_lumo_ev": [-2.3, -2.3], "spin_multiplicity": 1, "gap_ev": [6.8823, 6.8838]}